# 1
Entry from the OMol25 dataset: C16H48HfNO11S8 as an isolated structure (ωB97M-V/def2-TZVPD).

Geometry as XYZ:
```
85
Properties=species:S:1:pos:R:3:forces:R:3
Hf -1.298 -0.215 -2.424 3.192 -0.236 7.759
N 0.047 -0.229 0.212 1.010 2.908 1.467
O 0.725 -0.151 1.214 -0.177 -0.562 0.088
O -0.572 0.766 -0.219 -1.036 0.933 -1.446
O -0.029 -1.206 -0.489 -0.334 -3.345 -2.776
C -0.701 4.719 -3.651 0.685 -1.144 -0.885
S -0.864 3.571 -2.215 -1.397 1.018 0.756
O -0.624 2.085 -2.559 0.123 -0.387 -1.488
C 0.510 4.321 -1.316 1.034 0.492 -0.645
H -0.871 5.783 -3.486 -0.376 -0.205 0.983
H -1.362 4.412 -4.462 -0.045 -0.193 0.166
H 0.335 4.658 -3.982 -0.012 -0.222 -0.224
H 1.163 4.777 -2.059 0.400 -0.491 -0.077
H 1.091 3.729 -0.609 -0.630 -0.267 -0.018
H 0.151 5.220 -0.815 -0.709 -0.326 0.352
C -4.063 -0.137 1.931 0.978 -0.467 0.550
S -3.349 -1.481 0.905 -0.355 -0.038 -0.708
O -2.631 -0.921 -0.331 -0.496 -0.050 0.562
C -2.064 -2.023 2.035 -0.222 0.429 -0.025
H -4.376 -0.537 2.895 -0.268 -0.704 -0.195
H -4.925 0.365 1.492 0.485 -0.046 -0.237
H -3.205 0.454 2.252 -0.195 0.740 -0.518
H -1.343 -1.226 2.217 0.048 -0.002 -0.064
H -1.592 -2.891 1.577 -0.022 0.066 0.185
H -2.561 -2.265 2.975 0.072 -0.268 -0.023
C 1.374 4.501 3.987 0.367 -1.194 0.489
S 0.228 3.197 3.481 0.544 1.014 -2.363
O 0.196 3.481 1.950 -0.425 -0.771 1.381
C 1.243 1.735 3.675 0.683 0.165 0.410
H 0.795 5.416 4.112 0.341 -0.091 0.011
H 2.161 4.525 3.234 -0.388 0.331 -0.341
H 1.900 4.153 4.876 -0.368 0.435 0.482
H 2.202 1.834 3.166 -0.179 0.168 -0.491
H 0.695 0.868 3.306 0.059 0.189 0.192
H 1.538 1.640 4.720 -0.497 -0.182 0.220
C -4.365 3.700 -1.217 0.545 -2.106 -0.160
S -3.785 2.153 -0.325 0.905 0.723 0.005
O -2.992 1.344 -1.360 0.593 -0.185 -1.589
C -2.593 2.999 0.833 -0.797 -0.257 -0.483
H -3.493 4.334 -1.376 -0.552 0.422 0.448
H -5.297 4.009 -0.745 0.494 0.583 0.227
H -4.640 3.267 -2.179 -0.085 0.069 -0.117
H -3.334 3.578 1.383 0.228 0.626 -0.017
H -1.860 3.570 0.263 -0.391 0.172 0.185
H -2.037 2.435 1.582 -0.246 -0.650 -0.522
C 3.869 0.482 -3.105 -0.608 0.828 0.560
S 2.415 1.504 -2.406 0.610 -1.281 -0.062
O 1.307 0.452 -2.241 0.069 -0.478 -0.237
C 3.061 1.735 -0.734 0.606 -0.553 -0.076
H 4.817 0.959 -2.856 -0.146 0.246 0.069
H 3.790 0.417 -4.190 -0.272 0.023 0.149
H 3.841 -0.498 -2.629 -0.167 0.176 -0.018
H 2.299 2.018 -0.008 -0.182 0.262 -0.335
H 3.892 2.438 -0.792 -0.213 0.325 0.013
H 3.502 0.803 -0.379 -0.131 -0.218 -0.136
C 2.086 -2.819 2.865 0.241 0.036 0.360
S 1.434 -2.493 4.556 0.719 -1.605 0.425
O 0.999 -3.862 5.111 1.032 2.526 -1.037
C 3.128 -2.006 5.213 0.193 -0.573 0.543
H 2.536 -1.945 2.394 -0.617 0.466 0.123
H 1.236 -3.214 2.310 0.278 -0.079 -0.174
H 2.945 -3.487 2.922 -0.445 -0.610 0.216
H 3.180 -1.063 5.758 -0.615 0.058 -0.128
H 3.952 -2.003 4.499 -0.426 0.005 -0.504
H 3.422 -2.775 5.928 -0.367 -0.178 0.103
C -1.850 -5.122 -3.190 -0.418 0.923 0.323
S -1.447 -3.975 -1.761 -0.169 -1.646 -0.547
O -1.858 -2.569 -2.178 -1.449 0.823 -0.397
C -2.590 -4.803 -0.490 0.038 0.206 0.317
H -1.509 -6.126 -2.935 0.021 0.121 0.166
H -1.411 -4.781 -4.128 0.413 0.176 0.315
H -2.926 -5.100 -3.358 -0.044 -0.120 0.295
H -3.010 -5.796 -0.649 0.213 -0.038 -1.424
H -3.466 -4.211 -0.227 0.356 0.506 -0.045
H -1.968 -5.045 0.372 0.214 0.804 0.152
C 1.717 -3.848 -4.039 -0.445 -0.346 0.408
S 1.690 -2.203 -3.220 0.791 -0.268 -0.437
O 0.205 -1.744 -3.169 -0.695 0.751 0.070
C 2.389 -2.681 -1.569 -1.187 0.133 0.892
H 2.770 -4.128 -4.068 0.066 0.130 0.065
H 1.321 -3.908 -5.052 0.132 0.974 -0.090
H 1.158 -4.631 -3.528 0.115 0.247 0.621
H 3.340 -3.209 -1.644 -0.030 0.162 -0.642
H 1.730 -3.264 -0.925 -0.398 -0.561 -0.683
H 2.474 -1.818 -0.909 0.332 0.554 -0.714
```
Positions in Å, forces in eV/Å.

## Properties
**ΔE to the lowest compared entry with this formula, charge and spin**: 3.819 eV
**Orbital gap**: 4.3649 eV
**Charge**: +3
**E_LUMO**: -10.1 eV
**HOMO energy**: -14.5 eV


# 2
Entry from the OMol25 dataset: C16H48Mn2NO11 as an isolated structure (ωB97M-V/def2-TZVPD).

Geometry as XYZ:
```
78
Properties=species:S:1:pos:R:3:forces:R:3
Mn 2.576 0.977 1.197 -0.912 -1.770 -0.090
Mn -1.501 1.312 -3.013 0.558 -0.028 0.765
N -0.060 -0.437 -0.481 -0.396 -1.732 0.111
O -0.464 0.212 -1.493 0.747 0.690 0.414
O -0.439 -1.567 -0.306 0.192 0.426 -0.045
O 0.745 0.067 0.368 0.202 1.174 -0.474
C -0.518 4.416 -0.450 0.457 1.141 -0.087
C -0.562 4.315 -1.981 -0.332 0.333 1.151
O -0.249 2.982 -2.449 -0.007 0.024 -0.217
H -0.651 3.477 0.081 -0.232 -0.088 -0.112
H -1.249 5.166 -0.137 -0.325 -0.415 0.066
H 0.401 4.907 -0.110 0.227 -0.512 -0.091
H 0.145 5.030 -2.396 -0.159 -0.094 -0.352
H -1.577 4.552 -2.290 0.115 -0.196 -0.447
H 0.676 2.813 -2.237 -0.024 -0.174 -0.191
C 4.350 -2.933 1.193 -0.618 0.419 -0.533
C 3.383 -2.084 0.352 1.356 -1.748 -0.297
O 3.857 -0.701 0.335 -0.894 0.965 0.266
H 5.364 -2.810 0.807 0.104 0.266 0.352
H 4.158 -3.996 1.042 -0.339 0.031 0.209
H 4.230 -2.652 2.236 0.422 -0.235 0.140
H 2.356 -2.192 0.681 -0.080 0.636 0.102
H 3.479 -2.469 -0.667 -0.416 0.288 -0.099
H 4.684 -0.722 -0.165 0.037 0.291 0.115
C 1.592 -2.436 3.886 -0.819 0.462 -0.462
C 1.443 -0.933 3.687 -0.607 -0.699 0.475
O 2.499 -0.402 2.842 0.817 0.969 -0.317
H 0.695 -2.784 4.405 0.203 0.068 0.386
H 2.483 -2.701 4.447 0.029 -0.106 -0.035
H 1.509 -2.946 2.927 0.525 -0.037 -0.047
H 1.395 -0.432 4.655 0.386 0.240 -0.123
H 0.519 -0.690 3.163 0.067 -0.109 -0.126
H 3.349 -0.343 3.305 -0.230 -0.503 0.293
C -4.630 3.639 -1.102 1.495 1.073 0.240
C -4.303 2.249 -1.565 -1.001 -0.334 0.598
O -2.866 1.960 -1.465 0.303 -0.106 -1.058
H -4.025 3.887 -0.218 -0.459 -0.432 0.330
H -5.677 3.802 -0.875 -0.088 -0.124 -0.129
H -4.251 4.422 -1.770 -0.517 -0.251 -0.457
H -4.646 2.048 -2.579 0.323 -0.003 -0.085
H -4.802 1.529 -0.913 0.017 -0.075 -0.159
H -2.679 1.580 -0.601 -0.060 -0.022 0.012
C 0.101 -6.204 1.733 -0.563 -0.044 0.245
C 0.491 -4.844 1.219 0.177 0.103 -1.016
O 0.149 -4.744 -0.177 0.000 -0.269 -0.018
H -0.985 -6.303 1.775 0.018 0.065 0.098
H 0.504 -6.364 2.734 -0.040 0.004 0.010
H 0.443 -7.019 1.097 0.285 0.219 -0.132
H 1.581 -4.727 1.304 -0.044 0.162 0.191
H -0.026 -4.003 1.696 0.097 -0.271 0.558
H 0.088 -3.816 -0.407 0.026 0.099 0.025
C 1.615 2.174 -5.408 -1.177 0.138 0.460
C 0.714 0.961 -5.564 -0.078 0.791 -1.463
O 0.000 0.558 -4.364 0.102 -0.359 0.896
H 1.694 2.600 -6.408 0.710 -0.099 0.024
H 2.555 1.961 -4.904 0.198 0.017 -0.347
H 1.087 2.951 -4.844 0.047 -0.056 0.058
H 1.277 0.149 -6.029 -0.213 -0.397 0.588
H -0.079 1.186 -6.281 0.033 0.050 0.147
H 0.563 -0.044 -3.855 -0.171 -0.036 -0.106
C 1.250 4.272 3.661 0.745 -0.538 -0.188
C 1.626 2.817 3.472 -0.246 0.275 1.583
O 1.237 2.308 2.156 0.794 -0.089 0.031
H 1.602 4.567 4.650 -0.348 0.026 0.112
H 0.171 4.374 3.573 0.031 0.392 0.024
H 1.819 4.890 2.966 -0.381 0.125 -0.180
H 1.136 2.208 4.240 -0.232 -0.038 -0.290
H 2.683 2.650 3.705 0.134 -0.002 -0.884
H 0.282 2.171 2.195 0.059 -0.108 -0.314
C -4.515 -2.064 -0.212 0.939 -0.469 0.048
C -3.642 -3.143 -0.844 -0.073 -0.143 0.073
O -2.802 -2.588 -1.857 -0.199 0.770 -0.349
H -3.852 -1.391 0.340 -0.214 0.236 0.001
H -5.172 -2.558 0.501 -0.210 0.193 0.001
H -5.088 -1.525 -0.962 -0.095 -0.004 -0.002
H -4.292 -3.916 -1.258 0.141 -0.058 -0.162
H -2.993 -3.610 -0.099 -0.213 -0.052 0.200
H -1.962 -3.046 -1.895 -0.105 -0.338 0.090
```
Positions in Å, forces in eV/Å.

## Properties
**ΔE to the lowest compared entry with this formula, charge and spin**: 3.205 eV
**Orbital gap (spin up / spin down)**: 6.8191 / 6.4371 eV
**Charge**: +3
**2S+1**: 11
**E_LUMO (spin up / spin down)**: -9.5 / -9.8 eV
**HOMO energy (spin up / spin down)**: -16.3 / -16.3 eV


# 3
Entry from the OMol25 dataset: C16H48N4O8Sr as an isolated structure (ωB97M-V/def2-TZVPD).

Geometry as XYZ:
```
77
Properties=species:S:1:pos:R:3:forces:R:3
Sr 0.745 0.004 1.354 -0.884 0.981 1.843
O 3.303 1.186 3.775 0.120 -0.771 -0.790
H 4.068 0.624 4.006 -0.504 0.227 -0.215
O -1.515 -0.801 -1.509 0.208 -0.143 0.223
H -2.076 -1.421 -2.013 0.516 0.338 0.506
O -0.562 3.547 2.355 -0.112 0.045 -0.460
H -1.203 4.283 2.415 0.324 -0.627 -0.162
O -1.018 -1.044 4.420 0.143 -0.513 -0.536
H -1.017 -1.772 5.071 0.188 0.393 -0.581
C -3.323 5.396 -3.517 -1.699 0.406 0.221
C -3.559 4.580 -2.233 -0.871 0.550 -0.056
C -4.872 3.753 -2.206 -0.878 0.775 0.211
O -6.049 4.587 -2.427 2.509 0.783 0.332
C -7.194 3.882 -2.708 0.236 0.307 -0.613
N -2.396 3.792 -2.038 1.563 -1.917 1.174
H -2.290 5.742 -3.559 -0.137 -0.377 -0.258
H -3.989 6.255 -3.593 0.008 0.425 0.493
H -3.708 4.848 -4.377 0.858 -0.526 -0.287
H -3.501 5.209 -1.345 -0.891 0.687 -0.277
H -5.061 3.242 -1.262 0.568 0.101 0.439
H -4.867 2.935 -2.926 0.224 0.074 -0.614
H -6.922 3.193 -3.507 -0.639 -0.659 -0.041
H -7.854 4.646 -3.119 -0.577 -0.332 0.154
H -7.586 3.405 -1.809 -0.342 -0.326 -0.110
H -2.521 2.791 -2.003 -0.413 -0.535 -0.968
H -2.137 3.874 -1.066 0.602 0.477 0.297
C 6.052 1.925 -1.796 0.770 1.362 0.080
C 4.930 2.910 -1.735 -1.929 0.799 -1.165
C 4.916 3.945 -2.874 0.928 0.442 0.945
O 6.035 4.847 -2.676 -0.366 -1.034 -1.714
C 5.947 5.909 -3.589 -0.454 1.375 0.068
N 3.681 2.150 -1.884 -0.334 -0.029 -0.364
H 6.247 1.540 -2.797 -0.573 -0.433 -0.054
H 5.850 1.174 -1.032 0.571 -0.078 -0.174
H 6.915 2.573 -1.640 0.569 -0.593 0.653
H 4.904 3.487 -0.810 0.132 -0.350 0.237
H 4.014 4.553 -2.949 -0.390 0.144 0.853
H 4.846 3.426 -3.830 1.041 -0.179 -0.499
H 5.650 5.774 -4.629 0.148 -1.370 -0.265
H 6.870 6.482 -3.672 0.124 -0.145 0.569
H 5.132 6.559 -3.270 0.044 0.534 0.393
H 2.928 2.786 -2.103 -0.536 0.472 0.772
H 3.768 1.766 -2.814 0.148 -0.987 -0.249
C -6.317 -2.048 0.550 -1.152 -1.380 0.070
C -5.531 -2.308 1.819 1.324 1.458 -1.320
C -4.858 -3.752 1.916 -1.749 2.362 0.772
O -5.939 -4.632 2.172 0.069 -0.193 0.189
C -5.467 -5.779 2.790 0.127 -1.137 0.234
N -4.552 -1.205 1.829 0.673 -0.835 0.435
H -7.252 -2.605 0.597 -0.195 -0.217 -0.170
H -5.775 -2.442 -0.310 0.115 0.336 -0.161
H -6.618 -1.008 0.419 0.482 0.061 0.096
H -6.118 -1.965 2.671 -0.416 -1.446 0.372
H -4.181 -3.694 2.769 0.089 -0.179 0.243
H -4.266 -4.063 1.055 -0.164 0.197 -0.394
H -6.223 -6.563 2.837 -0.248 0.040 -0.558
H -5.179 -5.695 3.838 0.213 0.772 0.254
H -4.585 -6.140 2.259 0.112 -0.378 -0.105
H -4.141 -1.031 0.924 0.158 -0.131 -0.298
H -3.808 -1.554 2.417 0.678 0.768 0.352
C 3.679 -6.285 1.505 0.493 0.442 0.025
C 3.626 -4.813 1.930 0.062 0.157 2.080
C 5.007 -4.177 2.286 -1.141 -0.489 -0.621
O 5.542 -4.949 3.297 2.517 -0.448 1.448
C 6.869 -4.467 3.711 -1.450 0.278 -0.539
N 2.917 -3.947 1.047 0.080 0.179 -1.776
H 2.698 -6.682 1.244 -0.170 0.094 0.383
H 4.147 -6.853 2.309 -0.114 -0.222 -0.141
H 4.268 -6.408 0.596 0.330 0.056 -0.094
H 3.068 -4.744 2.863 0.094 -0.311 0.348
H 4.893 -3.153 2.643 -0.304 0.245 -0.317
H 5.667 -4.207 1.419 0.171 0.207 -0.421
H 7.317 -5.185 4.399 -0.159 0.074 -0.187
H 6.797 -3.473 4.151 -0.393 -0.047 0.628
H 7.510 -4.231 2.861 0.121 -0.755 -0.437
H 1.951 -4.223 0.948 -0.383 -0.052 0.515
H 3.275 -4.264 0.157 0.113 0.723 -0.915
```
Positions in Å, forces in eV/Å.

## Properties
**ΔE to the lowest compared entry with this formula, charge and spin**: 9.998 eV
**Orbital gap**: 4.5968 eV
**Charge**: -2
**E_LUMO**: 3.7 eV
**HOMO energy**: -0.9 eV